[1]
{"formula": "C46H42I2N2OReSb2Se", "method": "wB97M-V/def2-TZVPD", "symbols": ["C", "H", "C", "C", "C", "H", "H", "C", "C", "Se", "H", "H", "C", "H", "C", "H", "H", "C", "H", "C", "H", "H", "H", "H", "H", "C", "C", "H", "I", "C", "C", "C", "H", "C", "H", "C", "H", "C", "C", "N", "C", "H", "C", "C", "H", "H", "C", "C", "C", "H", "C", "C", "C", "C", "O", "C", "H", "N", "H", "H", "H", "C", "H", "C", "C", "C", "C", "C", "Re", "C", "C", "H", "C", "C", "H", "C", "C", "H", "H", "H", "I", "H", "C", "H", "H", "C", "H", "H", "Sb", "C", "H", "H", "C", "H", "H", "Sb", "H"], "coordinates": [[2.3651, 3.7628, 3.8644], [2.2434, -2.3228, -0.0737], [3.2940, 3.4161, 4.8308], [-4.5638, -0.2353, -2.7108], [-1.9773, -0.8793, -2.0011], [-1.9756, -2.1626, -3.7298], [-4.5650, 1.0075, -0.9569], [-0.6969, -2.7391, 3.5710], [3.6570, -0.4796, -1.5072], [2.2617, 0.2472, 1.5018], [2.8876, -1.8167, -3.0214], [-2.2535, 0.4812, -0.3624], [1.1187, -1.3151, -6.3111], [1.0791, 0.9827, -3.8260], [0.0775, 2.3013, -0.5575], [-5.2149, -1.1387, 3.6264], [3.5425, 4.1191, 5.6099], [2.6274, 1.6219, 2.8406], [4.3035, -0.0350, -2.2642], [3.1632, -1.8415, -1.9652], [1.5209, 0.7864, -6.2438], [4.8285, 6.2440, -2.3394], [-3.3413, 0.0078, 4.0807], [1.3063, 3.1693, 2.1107], [3.6981, 2.2715, -3.4300], [-2.4330, 3.4814, -0.3315], [-5.4461, -2.6548, 2.1434], [4.6358, 1.9033, 5.5337], [-2.5131, -4.1966, -0.6721], [-0.6331, 2.2151, 0.6290], [-3.8213, -1.1055, -3.4926], [3.0874, 3.9630, -0.5644], [-5.3714, -4.1657, 0.6194], [-4.7407, -1.6633, 2.8103], [0.4363, -5.8430, 1.6707], [0.9944, 0.0150, -4.3185], [3.7347, 5.9533, -0.1441], [-2.8548, -1.9636, 1.3227], [3.0936, 2.9273, -1.4802], [-1.3606, -0.3605, 3.4369], [-3.5598, -3.0480, 0.7512], [-0.2218, -1.2227, 4.9613], [3.7131, 3.0754, -2.7064], [-1.8737, 2.8309, 0.7533], [4.0594, 0.3060, 3.7512], [-0.8273, -6.1157, 3.8149], [-0.4782, 2.9728, -1.6371], [4.3479, 5.3082, -2.0957], [-1.0780, -1.4895, 4.3305], [0.0712, 3.0590, -2.5677], [3.7282, 5.1522, -0.8671], [0.7639, -2.4392, -5.5841], [-0.5993, -5.1359, 3.4248], [4.3389, 4.2733, -3.0166], [-1.7349, -1.6003, 0.7735], [-2.5271, -1.4514, -3.1320], [0.2603, -3.2135, -3.6496], [-0.0237, -2.6095, 2.4151], [0.6720, -3.4000, -6.0677], [-1.9313, -1.7061, 4.9846], [4.2109, -0.5579, -0.5651], [2.0269, 2.8695, 2.8594], [-2.8753, 0.7396, 2.5404], [-2.7888, -0.1689, 3.1479], [0.6379, -1.1034, -3.5911], [-2.6966, 0.0204, -1.2358], [0.0975, -4.9898, 2.2345], [-3.4571, -1.3156, 2.4277], [0.0122, -0.7427, 1.4189], [-1.7378, 3.5441, -1.5276], [0.3522, -3.7162, 1.7677], [0.8697, -3.5649, 0.8311], [-0.9933, -3.9907, 4.0949], [2.0133, -2.4116, -1.1420], [-3.4084, 3.9351, -0.2418], [-4.0019, 0.3250, -1.5772], [1.2400, -0.0887, -5.6786], [-1.5248, -4.0513, 5.0308], [-2.3963, 2.8037, 1.6993], [1.2998, -1.3942, -7.3706], [-7.4217, -3.1008, 2.7263], [4.0064, -2.5371, -1.8761], [-4.8410, -3.3713, 1.1174], [-0.2196, 1.7181, 1.5145], [-4.2520, -1.5350, -4.3842], [3.9049, 2.1748, 4.7893], [1.8223, -3.4506, -1.4138], [2.5960, 3.8475, 0.3909], [0.1839, -1.1181, -1.4788], [0.5263, -2.3335, -4.2261], [1.8881, 4.7300, 3.8911], [-2.1809, 4.0289, -2.3838], [3.5799, 1.2742, 3.7905], [4.8128, 4.3977, -3.9797], [-1.0302, 0.4927, 3.8840], [2.0264, 1.1226, -1.0299], [-5.5757, 0.0139, -2.9896]], "atomic_forces_ev_per_a": [[-0.1, 0.0, 0.0], [-0.2, -0.1, -0.1], [0.0, 0.1, 0.0], [0.0, 0.0, -0.1], [0.7, -0.2, 0.4], [0.0, 0.0, -0.1], [-0.1, 0.1, 0.0], [-0.4, -0.1, 0.5], [0.0, 0.0, 0.0], [0.6, 0.7, 0.0], [0.1, 0.0, 0.1], [-0.1, 0.0, -0.1], [0.0, 0.1, 0.0], [0.0, 0.0, -0.1], [0.8, -0.6, 0.0], [0.0, 0.1, 0.1], [0.1, 0.1, 0.1], [0.1, -0.2, -0.1], [-0.1, 0.3, 0.1], [-0.3, 0.2, -0.1], [0.0, 0.1, -0.1], [0.1, 0.0, 0.0], [0.2, 0.0, -0.1], [0.0, -0.1, 0.0], [0.1, -0.1, -0.1], [-0.1, 0.0, 0.1], [-0.3, 0.0, 0.3], [0.1, 0.0, 0.1], [-0.3, 0.0, 0.1], [0.2, -0.2, 0.1], [0.0, -0.1, 0.0], [-0.1, 0.1, 0.3], [0.0, -0.1, 0.0], [-0.4, -0.4, -0.1], [0.0, -0.1, -0.1], [0.0, 0.2, 0.2], [0.0, 0.1, 0.0], [-1.5, -0.5, 0.8], [-0.3, -0.7, 0.0], [1.1, 0.2, -0.5], [0.8, 0.3, -0.2], [-0.1, 0.0, 0.0], [0.1, -0.1, -0.3], [-0.1, -0.1, 0.0], [0.1, 0.0, 0.0], [0.0, -0.1, 0.1], [0.2, 0.0, 0.0], [0.0, 0.0, -0.1], [0.2, -0.3, 0.0], [0.0, 0.0, -0.1], [-0.1, 0.0, 0.1], [0.0, -0.1, 0.0], [0.1, 0.2, -0.1], [0.0, 0.0, -0.1], [1.8, 1.0, 0.0], [0.1, 0.0, -0.1], [0.0, -0.1, -0.1], [0.1, 0.5, -0.1], [0.0, -0.1, -0.1], [0.1, 0.0, -0.1], [-0.2, 0.2, -0.1], [-0.2, 0.0, -0.1], [0.1, 0.0, 0.1], [-0.6, 0.1, -0.5], [0.1, 0.3, 0.3], [0.2, 0.1, 0.2], [0.0, 0.2, 0.1], [0.6, 0.0, -0.4], [-2.7, -0.9, 0.6], [0.0, 0.0, -0.1], [0.3, -0.5, -0.3], [0.0, 0.0, 0.1], [0.1, 0.2, -0.1], [-0.5, -0.2, -0.1], [-0.1, 0.1, 0.0], [0.0, 0.1, 0.0], [0.0, 0.1, -0.1], [-0.1, 0.0, 0.1], [-0.1, 0.0, 0.1], [0.0, 0.0, -0.1], [0.4, 0.1, -0.1], [0.0, 0.0, 0.0], [-0.3, 0.0, 0.2], [0.1, 0.1, 0.0], [-0.1, -0.1, -0.1], [0.0, 0.0, 0.1], [0.0, 0.0, 0.1], [-0.1, 0.1, 0.1], [-0.3, -0.4, -0.3], [0.0, 0.0, 0.3], [0.0, 0.1, 0.0], [0.0, 0.1, -0.1], [-0.1, -0.2, -0.2], [0.0, 0.0, 0.0], [0.0, -0.2, -0.1], [0.1, 1.0, 0.5], [-0.1, 0.0, 0.0]], "lowdin_charge": [-0.06, 0.01, -0.05, -0.06, -0.34, 0.09, 0.11, -0.23, -0.28, 0.69, 0.09, 0.06, -0.05, 0.07, -0.34, 0.10, 0.12, -0.53, 0.06, -0.35, 0.11, 0.12, 0.14, 0.08, 0.10, -0.06, -0.71, 0.12, 1.02, -0.23, -0.06, -0.12, 0.09, -0.11, 0.12, -0.13, 0.12, -0.43, -0.38, -0.11, -0.57, 0.15, -0.13, -0.08, 0.10, 0.13, -0.11, -0.05, -0.12, 0.10, -0.05, -0.05, 0.00, -0.06, -0.43, -0.15, 0.11, -0.06, 0.12, 0.14, 0.04, -0.13, 0.11, -0.13, -0.41, -0.16, -0.03, -0.15, 1.01, -0.04, -0.12, 0.08, 0.02, -0.34, 0.12, -0.06, -0.06, 0.13, 0.11, 0.11, 0.90, 0.13, -0.20, 0.02, 0.12, -0.06, 0.06, 0.08, 1.41, -0.15, 0.12, 0.12, -0.13, 0.12, 0.13, 1.34, 0.11], "multiplicity": 4, "total_charge": 2, "homo_lumo_gap_ev": [5.75, 5.20]}

=====

[2]
{"formula": "C2H2FNP2", "method": "wB97M-V/def2-TZVPD", "symbols": ["H", "N", "C", "H", "C", "P", "P", "F"], "coordinates": [[0.4225, -1.3049, -0.0696], [-1.2530, 2.0450, 0.4336], [-1.7427, -1.0158, 0.3151], [1.0256, 0.7819, -0.4013], [-0.4457, -0.7121, 0.1385], [-0.2467, 0.9892, 0.1367], [-3.2988, -0.2252, 0.4538], [-3.8531, -0.0497, -1.0432]], "atomic_forces_ev_per_a": [[0.2, -0.7, 0.1], [0.1, 0.9, 0.0], [-1.4, 1.0, -0.7], [0.9, 1.7, -0.2], [-3.2, -1.8, 0.7], [0.8, 0.5, -0.4], [2.0, -1.5, 0.2], [0.6, -0.2, 0.3]], "lowdin_charge": [0.04, -0.35, -0.38, -0.03, -0.43, 0.64, 0.89, -0.38], "total_charge": 0, "smiles": "N#[PH]C=C=PF", "homo_lumo_gap_ev": 7.82}

=====

> Number 2 is which compound?

C2H2FNP2